(1)
{
  "formula": "C21H21N3O3S",
  "method": "ωB97M-V/def2-TZVPD",
  "symbols": ["C", "C", "C", "C", "C", "C", "C", "N", "C", "C", "N", "C", "S", "C", "C", "O", "N", "C", "C", "C", "C", "C", "C", "O", "C", "C", "O", "C", "H", "H", "H", "H", "H", "H", "H", "H", "H", "H", "H", "H", "H", "H", "H", "H", "H", "H", "H", "H", "H"],
  "coordinates": [[1.617, 2.803, 0.988], [1.001, 1.466, 1.266], [-0.375, 1.353, 1.419], [-0.980, 0.131, 1.667], [-2.465, 0.015, 1.821], [-0.183, -1.002, 1.764], [1.195, -0.899, 1.646], [1.983, -2.053, 1.809], [1.757, -3.039, 2.731], [2.727, -3.980, 2.542], [3.540, -3.608, 1.526], [3.082, -2.460, 1.107], [3.754, -1.617, -0.273], [2.963, -2.634, -1.573], [1.463, -2.378, -1.582], [0.655, -3.266, -1.441], [1.177, -1.061, -1.748], [-0.065, -0.421, -1.742], [-1.273, -1.112, -1.723], [-2.460, -0.408, -1.695], [-2.471, 0.980, -1.684], [-1.258, 1.672, -1.743], [-0.066, 0.967, -1.773], [-1.200, 3.044, -1.770], [-2.441, 3.646, -2.067], [-3.553, 2.988, -1.251], [-3.678, 1.630, -1.604], [1.789, 0.333, 1.397], [1.062, 3.317, 0.206], [1.585, 3.424, 1.883], [2.654, 2.698, 0.682], [-0.983, 2.243, 1.341], [-2.922, 0.993, 1.945], [-2.714, -0.600, 2.684], [-2.893, -0.457, 0.938], [-0.638, -1.967, 1.926], [0.962, -2.974, 3.444], [2.892, -4.899, 3.067], [3.421, -2.337, -2.516], [3.171, -3.683, -1.365], [1.971, -0.433, -1.771], [-1.275, -2.188, -1.718], [-3.407, -0.924, -1.677], [0.857, 1.524, -1.812], [-2.340, 4.704, -1.821], [-2.665, 3.535, -3.137], [-4.519, 3.453, -1.452], [-3.316, 3.078, -0.182], [2.863, 0.404, 1.320]],
  "mulliken_charge": [-1.795, 0.127, -0.168, 0.461, -1.793, -0.274, 0.153, 0.306, -0.256, -0.770, -0.683, 0.520, -0.221, -1.020, 0.661, -0.652, -0.015, 0.478, -0.611, -1.126, 0.864, -0.132, -0.254, -0.461, -0.530, -0.420, -0.475, -0.350, 0.318, 0.447, 0.366, 0.376, 0.355, 0.511, 0.244, 0.580, 0.450, 0.450, 0.431, 0.469, 0.245, 0.522, 0.433, 0.419, 0.368, 0.294, 0.382, 0.164, 0.614],
  "orbital_gap_ev": 8.49,
  "e_homo_ev": -7.98,
  "largest_force_ev_per_a": 0.73,
  "charge": 0,
  "e_lumo_ha": 0.019,
  "smiles": "Cc1cc(C)cc(-n2ccnc2SCC(=O)Nc2ccc3c(c2)OCCO3)c1",
  "e_above_lowest_kj_mol": 174.7
}

(2)
{
  "formula": "C21H21NO6",
  "method": "ωB97M-V/def2-TZVPD",
  "symbols": ["C", "H", "O", "C", "C", "C", "C", "C", "C", "H", "C", "O", "C", "H", "H", "O", "C", "O", "C", "N", "C", "O", "C", "H", "C", "C", "O", "H", "C", "C", "C", "H", "C", "H", "C", "H", "H", "H", "H", "C", "H", "H", "H", "H", "H", "H", "H", "H", "H"],
  "coordinates": [[-1.246, -3.535, -1.148], [-0.732, -4.559, -1.243], [-0.128, -2.477, -1.432], [0.794, -2.551, -0.535], [0.876, -3.512, 0.461], [1.897, -3.301, 1.498], [2.858, -2.428, 1.336], [2.810, -1.441, -0.064], [1.670, -1.541, -0.865], [1.648, -0.993, -1.653], [3.878, -0.317, -0.198], [4.974, -0.641, -0.001], [3.584, 0.597, -1.048], [4.376, 1.609, -0.759], [3.435, 0.566, -2.135], [2.262, 1.249, -0.295], [2.301, 2.422, -0.088], [3.101, 3.326, -0.260], [1.039, 3.033, 0.467], [-0.060, 1.911, 0.447], [-0.468, 1.027, 1.269], [-0.175, 1.247, 2.656], [-1.376, 0.119, 0.847], [-1.075, -0.944, 1.214], [-1.453, 0.493, -0.946], [-0.442, 1.521, -0.920], [-0.243, 1.861, -1.947], [-1.123, -0.329, -1.401], [-3.025, 0.664, -0.791], [-3.663, -0.628, -0.605], [-3.617, -0.759, 0.569], [-4.037, -1.757, 1.011], [-2.798, 0.267, 1.301], [-2.942, 0.194, 2.336], [-3.276, 1.357, 0.420], [-2.603, 2.521, 0.616], [-4.271, 1.675, 0.354], [-4.143, -1.150, -1.196], [-3.163, 1.273, -1.813], [0.305, 4.412, 0.159], [1.294, 4.940, 0.341], [0.001, 4.309, -0.745], [-0.538, 4.545, 0.686], [1.082, 2.806, 1.640], [3.713, -2.152, 1.729], [2.187, -3.916, 2.301], [0.176, -4.177, 0.886], [-1.834, -3.561, -2.044], [-1.831, -3.278, -0.411]],
  "mulliken_charge": [-1.136, 0.393, -0.410, 0.725, -0.500, -0.789, -1.078, 0.214, -0.586, 1.041, 0.477, -0.479, -0.639, 0.324, 0.395, -0.223, 0.807, -0.704, -0.173, 0.223, -0.077, -0.847, 0.466, 0.219, -0.489, -0.396, -0.485, 1.014, 0.727, -1.721, -0.440, 0.274, -0.219, 0.543, -0.638, 0.000, 0.460, 1.029, 0.347, -1.638, 0.373, 0.520, 0.400, 0.386, 0.688, 0.402, 0.414, 0.306, 0.498],
  "orbital_gap_ev": 8.08,
  "e_homo_ev": -8.60,
  "largest_force_ev_per_a": 15.40,
  "charge": 0,
  "e_lumo_ha": -0.019,
  "e_above_lowest_kj_mol": 1869.9
}

(3)
{
  "formula": "C21H22BrClF4N2O2P2Ru",
  "method": "ωB97M-V/def2-TZVPD",
  "symbols": ["Ru", "F", "C", "C", "F", "C", "F", "C", "P", "C", "C", "C", "C", "C", "C", "C", "C", "C", "C", "C", "C", "C", "Br", "C", "F", "H", "H", "H", "H", "H", "H", "H", "H", "H", "H", "N", "C", "P", "O", "O", "C", "N", "H", "H", "H", "H", "H", "H", "H", "H", "H", "H", "Cl", "C", "H", "H"],
  "coordinates": [[-0.226, 0.303, -0.083], [-4.029, -5.606, 0.885], [-3.697, -4.396, 0.544], [-4.621, -3.556, -0.068], [-5.836, -3.969, -0.309], [-4.236, -2.265, -0.417], [-5.137, -1.477, -1.000], [-2.952, -1.781, -0.192], [-2.592, -0.038, -0.478], [-3.296, 0.291, -2.141], [-3.147, -0.689, -3.156], [-3.743, -0.508, -4.370], [-4.489, 0.695, -4.621], [-4.636, 1.679, -3.614], [-4.032, 1.495, -2.404], [-3.420, 0.931, 0.760], [-2.651, 1.314, 1.865], [-3.225, 1.999, 2.920], [-4.580, 2.311, 2.871], [-5.356, 1.923, 1.784], [-4.786, 1.231, 0.728], [-2.049, -2.656, 0.413], [-0.255, -2.138, 0.798], [-2.395, -3.937, 0.785], [-1.524, -4.738, 1.358], [-2.595, -1.599, -2.954], [-3.674, -1.250, -5.155], [-4.922, 0.853, -5.603], [-5.218, 2.567, -3.824], [-4.128, 2.236, -1.621], [-1.580, 1.065, 1.937], [-2.630, 2.293, 3.773], [-5.035, 2.854, 3.690], [-6.412, 2.154, 1.766], [-5.415, 0.912, -0.093], [4.795, -1.798, -0.925], [4.290, -0.377, -0.807], [3.155, -0.269, 0.654], [3.184, -1.614, 1.288], [1.839, 0.362, 0.200], [3.899, 0.905, 1.879], [4.352, 0.129, 3.096], [5.819, -1.838, -0.956], [4.457, -2.257, -1.775], [4.463, -2.344, -0.108], [3.784, -0.108, -1.733], [5.152, 0.279, -0.700], [3.155, 1.633, 2.199], [4.751, 1.456, 1.485], [4.094, -0.869, 2.983], [3.917, 0.478, 3.955], [5.365, 0.188, 3.240], [-1.553, 3.258, -0.983], [-0.178, 2.220, -0.778], [0.523, 2.678, -0.068], [0.308, 2.026, -1.746]],
  "mulliken_spin": [2.941, 0.000, -0.002, 0.005, 0.001, 0.005, 0.010, -0.008, -0.135, 0.264, -0.016, 0.213, 0.242, 0.131, 0.057, 0.023, 0.055, 0.018, 0.004, 0.004, 0.004, -0.006, 0.037, 0.000, 0.000, -0.004, 0.005, -0.010, 0.005, -0.007, -0.052, 0.001, 0.001, 0.000, -0.004, 0.001, 0.001, 0.007, 0.002, 0.064, 0.004, 0.001, 0.000, 0.000, 0.000, 0.000, 0.000, -0.001, 0.000, 0.000, 0.000, 0.000, 0.028, 0.039, 0.037, 0.034],
  "orbital_gap_ev": [7.60, 4.68],
  "e_homo_ev": [-19.53, -19.51],
  "largest_force_ev_per_a": 0.77,
  "spin_multiplicity": 5,
  "charge": 4,
  "e_lumo_ha": [-0.438, -0.545],
  "s_squared": 6.04,
  "e_above_lowest_kj_mol": 69.0
}

What did the first record say?
{
  "formula": "C21H21N3O3S",
  "method": "ωB97M-V/def2-TZVPD",
  "symbols": ["C", "C", "C", "C", "C", "C", "C", "N", "C", "C", "N", "C", "S", "C", "C", "O", "N", "C", "C", "C", "C", "C", "C", "O", "C", "C", "O", "C", "H", "H", "H", "H", "H", "H", "H", "H", "H", "H", "H", "H", "H", "H", "H", "H", "H", "H", "H", "H", "H"],
  "coordinates": [[1.617, 2.803, 0.988], [1.001, 1.466, 1.266], [-0.375, 1.353, 1.419], [-0.980, 0.131, 1.667], [-2.465, 0.015, 1.821], [-0.183, -1.002, 1.764], [1.195, -0.899, 1.646], [1.983, -2.053, 1.809], [1.757, -3.039, 2.731], [2.727, -3.980, 2.542], [3.540, -3.608, 1.526], [3.082, -2.460, 1.107], [3.754, -1.617, -0.273], [2.963, -2.634, -1.573], [1.463, -2.378, -1.582], [0.655, -3.266, -1.441], [1.177, -1.061, -1.748], [-0.065, -0.421, -1.742], [-1.273, -1.112, -1.723], [-2.460, -0.408, -1.695], [-2.471, 0.980, -1.684], [-1.258, 1.672, -1.743], [-0.066, 0.967, -1.773], [-1.200, 3.044, -1.770], [-2.441, 3.646, -2.067], [-3.553, 2.988, -1.251], [-3.678, 1.630, -1.604], [1.789, 0.333, 1.397], [1.062, 3.317, 0.206], [1.585, 3.424, 1.883], [2.654, 2.698, 0.682], [-0.983, 2.243, 1.341], [-2.922, 0.993, 1.945], [-2.714, -0.600, 2.684], [-2.893, -0.457, 0.938], [-0.638, -1.967, 1.926], [0.962, -2.974, 3.444], [2.892, -4.899, 3.067], [3.421, -2.337, -2.516], [3.171, -3.683, -1.365], [1.971, -0.433, -1.771], [-1.275, -2.188, -1.718], [-3.407, -0.924, -1.677], [0.857, 1.524, -1.812], [-2.340, 4.704, -1.821], [-2.665, 3.535, -3.137], [-4.519, 3.453, -1.452], [-3.316, 3.078, -0.182], [2.863, 0.404, 1.320]],
  "mulliken_charge": [-1.795, 0.127, -0.168, 0.461, -1.793, -0.274, 0.153, 0.306, -0.256, -0.770, -0.683, 0.520, -0.221, -1.020, 0.661, -0.652, -0.015, 0.478, -0.611, -1.126, 0.864, -0.132, -0.254, -0.461, -0.530, -0.420, -0.475, -0.350, 0.318, 0.447, 0.366, 0.376, 0.355, 0.511, 0.244, 0.580, 0.450, 0.450, 0.431, 0.469, 0.245, 0.522, 0.433, 0.419, 0.368, 0.294, 0.382, 0.164, 0.614],
  "orbital_gap_ev": 8.49,
  "e_homo_ev": -7.98,
  "largest_force_ev_per_a": 0.73,
  "charge": 0,
  "e_lumo_ha": 0.019,
  "smiles": "Cc1cc(C)cc(-n2ccnc2SCC(=O)Nc2ccc3c(c2)OCCO3)c1",
  "e_above_lowest_kj_mol": 174.7
}

Q: Which formula does entry 1 have?
A: C21H21N3O3S